C24H27N3O4 | wB97M-V/def2-TZVPD

## Properties
Electronic energy = -1396.0261 a.u.
Structure (SMILES) = C=CCNC(=O)[C@@H]1CC(=O)N(c2ccc(OCC(=O)Nc3c(C)cccc3C)cc2)C1
Energy above the lowest of the compared OMol25 structures with the same formula, charge and spin = 67.19 kJ/mol
LUMO energy = 0.6 eV
HOMO = -8.22 eV

Atoms and positions in Å:
C1 -9.33134 -1.77624 0.00083
C2 -8.01512 -1.71242 0.06305
C3 -7.25299 -1.15317 1.22541
N1 -6.29620 -0.15141 0.79686
C4 -4.96302 -0.32559 0.90355
O1 -4.45649 -1.29409 1.42687
C5 -4.15015 0.80479 0.27610
C6 -4.02480 0.62126 -1.23854
C7 -2.64115 1.16537 -1.57502
O2 -2.25759 1.44643 -2.68626
N2 -1.93620 1.24777 -0.41444
C8 -0.59939 1.65054 -0.28748
C9 0.14565 1.26705 0.82345
C10 1.46443 1.66399 0.97016
C11 2.06199 2.45998 0.00220
O3 3.36268 2.89463 0.03327
C12 4.15327 2.54519 1.14545
C13 4.48818 1.04589 1.22636
O4 4.69397 0.49937 2.28788
N3 4.54219 0.46461 0.01140
C14 4.76080 -0.90740 -0.26060
C15 3.80195 -1.58916 -1.01721
C16 2.57034 -0.88288 -1.50121
C17 4.00776 -2.92989 -1.30182
C18 5.13769 -3.58323 -0.84330
C19 6.08325 -2.89295 -0.11041
C20 5.92017 -1.54489 0.18418
C21 6.97637 -0.80371 0.93967
C22 1.31838 2.84527 -1.11221
C23 0.00721 2.45075 -1.25671
C24 -2.69063 0.78686 0.73678
H1 -9.84253 -2.19576 -0.84817
H2 -9.95400 -1.42396 0.80712
H3 -7.40188 -2.07249 -0.75215
H4 -7.93751 -0.71987 1.96158
H5 -6.66454 -1.94271 1.70450
H6 -6.66112 0.65010 0.30725
H7 -4.61529 1.76776 0.50429
H8 -4.79177 1.13212 -1.81805
H9 -4.03830 -0.43780 -1.50911
H10 -0.28565 0.63702 1.58435
H11 2.01074 1.32949 1.83790
H12 5.08998 3.09739 1.01845
H13 3.69384 2.85774 2.09015
H14 4.20907 1.02193 -0.76575
H15 1.90141 -1.58225 -1.99505
H16 2.03567 -0.42091 -0.67194
H17 2.82167 -0.09689 -2.21523
H18 3.27108 -3.46674 -1.88124
H19 5.28287 -4.63004 -1.06445
H20 6.97172 -3.40083 0.23495
H21 7.88789 -1.39255 0.99923
H22 7.19817 0.14765 0.45709
H23 6.62954 -0.58690 1.94970
H24 1.79115 3.46384 -1.85853
H25 -0.54928 2.75060 -2.12784
H26 -2.51685 1.44186 1.59317
H27 -2.41725 -0.24051 1.00951


C5H3NO4 | wB97M-V/def2-TZVPD

## Properties
Electronic energy = -547.8573 a.u.
Structure (SMILES) = O=Cc1ccc([N+](=O)[O-])o1
Energy above the lowest of the compared OMol25 structures with the same formula, charge and spin = 271.82 kJ/mol
LUMO energy = -0.9 eV
HOMO = -10.39 eV

Atoms and positions in Å:
O1 3.02880 -1.39054 0.20494
C1 2.72873 -0.25764 0.11260
C2 1.40147 0.36390 0.00371
C3 1.07284 1.63057 -0.18825
C4 -0.44253 1.60634 -0.17417
C5 -0.77918 0.28616 -0.13154
N1 -2.03997 -0.34039 -0.00132
O2 -2.27249 -1.18717 -0.78412
O3 -2.80704 -0.02874 0.93536
O4 0.33778 -0.49546 -0.01227
H1 3.44602 0.74740 -0.00856
H2 1.72719 2.37825 -0.14850
H3 -1.07766 2.29637 -0.31890


BCd3H26O19P2 | wB97M-V/def2-TZVPD

## Properties
Electronic energy = -2656.0904 a.u.
Net charge = -1
Energy above the lowest of the compared OMol25 structures with the same formula, charge and spin = 402.33 kJ/mol
LUMO energy = 0.8 eV
HOMO = -3.22 eV

Atoms and positions in Å:
Cd1 -0.90970 -2.27663 -0.49334
Cd2 2.47447 -0.87689 -0.17264
Cd3 -2.38108 0.27177 0.77955
P1 -3.53601 -2.07051 0.14888
O1 -2.29849 -1.77566 1.01087
O2 -3.85112 -0.56886 -0.22485
O3 -4.64055 -3.09639 0.42903
O4 -2.80012 -2.78893 -0.99509
P2 0.17391 0.16850 0.18481
O5 -0.95457 -0.27177 -0.74276
O6 1.45886 0.82892 -0.25538
O7 0.65351 -1.28121 0.40624
O8 -0.52622 0.84087 1.40221
B1 -0.13235 -3.47208 -2.26906
H1 -0.67932 -4.37488 -1.81667
H2 0.56942 -3.82928 -3.11887
H3 -0.79542 -2.64162 -2.64032
H4 0.54264 -3.04810 -1.47965
O9 0.38117 3.32370 2.96922
H5 -0.19274 2.55479 2.80568
H6 0.17048 3.93111 2.25215
O10 -2.83331 2.09303 -0.26152
H7 -2.19387 2.63492 -0.79412
H8 -3.66549 2.57412 -0.31738
O11 1.86418 1.79947 -2.80440
H9 2.14144 2.71019 -2.65854
H10 1.66852 1.45302 -1.91188
O12 -1.44290 0.57660 -3.22052
H11 -1.33576 1.47584 -2.92041
H12 -1.23648 0.02315 -2.43016
O13 2.41378 3.23654 0.57736
H13 1.85846 2.43461 0.46531
H14 2.63397 3.26083 1.51367
O14 -1.04828 3.32755 -1.78722
H15 -0.17021 3.15529 -1.41693
H16 -0.96069 4.17203 -2.24368
O15 2.22456 1.43992 3.40808
H17 1.57995 0.81545 3.78750
H18 1.67845 2.14475 2.97758
O16 2.23886 -1.31815 -2.19951
H19 1.57342 -2.02066 -2.43521
H20 2.51991 -0.93508 -3.04087
O17 -0.25163 -0.25106 3.79414
H21 -0.92930 -0.93641 3.77988
H22 -0.18377 0.04976 2.86629
O18 3.31298 -0.35299 1.69556
H23 2.97847 0.40696 2.26181
H24 4.14483 -0.60075 2.11279
O19 -0.49773 -4.01645 0.75260
H25 -0.71272 -4.02412 1.69438
H26 -0.09644 -4.87521 0.57538


C8H9N5 | wB97M-V/def2-TZVPD

## Properties
Electronic energy = -583.9573 a.u.
Structure (SMILES) = CN=C(n1ccnc1)n1ccnc1
Energy above the lowest of the compared OMol25 structures with the same formula, charge and spin = 311.15 kJ/mol
LUMO energy = 0.5 eV
HOMO = -9.15 eV

Atoms and positions in Å:
C1 1.33610 2.66934 0.15248
N1 0.04941 2.04810 0.04704
C2 -0.04881 0.83975 -0.15821
N2 0.99936 -0.10594 -0.04680
C3 1.30324 -1.02146 0.99027
C4 2.44135 -1.63588 0.67938
N3 2.87838 -1.25149 -0.51779
C5 2.10990 -0.22856 -0.87121
N4 -1.34055 0.19006 -0.13412
C6 -2.61735 0.73152 0.25002
C7 -3.45974 -0.38398 0.11314
N5 -2.71897 -1.54151 -0.27759
C8 -1.43814 -1.08745 -0.41022
H1 1.18571 3.53782 0.84790
H2 2.31137 2.08128 0.39548
H3 1.69741 3.17965 -0.74797
H4 0.78739 -1.00860 1.97168
H5 2.83253 -2.37940 1.35506
H6 2.28039 0.21985 -1.82296
H7 -2.73539 1.70863 0.61838
H8 -4.56254 -0.39477 0.39640
H9 -0.62959 -1.61861 -0.98317


H16O8 | wB97M-V/def2-TZVPD

## Properties
Electronic energy = -611.5025 a.u.
Structure (SMILES) = O.O.O.O.O.O.O.O
Energy above the lowest of the compared OMol25 structures with the same formula, charge and spin = 210.26 kJ/mol
LUMO energy = -0.2 eV
HOMO = -10.88 eV

Atoms and positions in Å:
O1 -15.74670 1.84017 2.05026
H1 -16.54885 1.45445 2.40239
H2 -15.64265 2.66011 2.53308
O2 -15.77608 3.16490 7.38917
H3 -16.21462 3.01210 6.55217
H4 -16.13811 3.99395 7.70196
O3 -17.27491 5.85445 7.35881
H5 -16.39729 5.99792 7.71298
H6 -17.74739 5.40842 8.06170
O4 -14.08343 6.36778 2.43642
H7 -14.45451 5.51232 2.22027
H8 -14.20106 6.44818 3.38295
O5 -12.25613 4.11222 3.93212
H9 -11.92665 4.47615 4.75384
H10 -11.84878 4.64834 3.25178
O6 -17.58792 5.17931 2.94911
H11 -16.80138 5.09097 3.48743
H12 -18.25330 5.51518 3.54969
O7 -15.18623 4.40067 4.46579
H13 -15.21733 4.99837 5.21280
H14 -14.30884 4.01954 4.49975
O8 -14.17345 7.07625 5.37276
H15 -14.80351 7.79619 5.40350
H16 -13.31813 7.50393 5.41450


C14H17N5O2S | wB97M-V/def2-TZVPD

## Properties
Electronic energy = -1366.1257 a.u.
Structure (SMILES) = CCCn1nnnc1SCC(=O)c1ccc(NC(C)=O)cc1
Energy above the lowest of the compared OMol25 structures with the same formula, charge and spin = 12.21 kJ/mol
LUMO energy = 0.0 eV
HOMO = -8.91 eV

Atoms and positions in Å:
C1 -4.29173 -2.81914 0.93455
C2 -4.71089 -2.71558 -0.52639
C3 -3.85214 -1.71745 -1.30732
N1 -4.01660 -0.38348 -0.80783
N2 -5.07331 0.38662 -1.08841
N3 -4.92892 1.48184 -0.47148
N4 -3.81244 1.50433 0.23717
C4 -3.23278 0.33886 0.03241
S1 -1.74935 -0.23954 0.70302
C5 -1.07413 1.33451 1.34269
C6 0.02857 1.82808 0.41848
O1 -0.14738 2.81347 -0.26092
C7 1.28550 1.05670 0.38660
C8 2.31979 1.53444 -0.42411
C9 3.53064 0.88449 -0.50690
C10 3.73899 -0.28217 0.22922
N5 4.93217 -0.99516 0.20145
C11 6.08752 -0.72482 -0.48985
C12 7.15783 -1.76330 -0.23106
O2 6.23989 0.22410 -1.21805
C13 2.70795 -0.77050 1.03676
C14 1.50113 -0.11257 1.11854
H1 -3.24034 -3.08759 1.01415
H2 -4.88313 -3.57680 1.44151
H3 -4.44346 -1.87394 1.45099
H4 -4.61552 -3.68931 -1.00869
H5 -5.75490 -2.40342 -0.59185
H6 -2.79234 -1.97514 -1.22610
H7 -4.15140 -1.71148 -2.35854
H8 -1.90134 2.04415 1.35163
H9 -0.71003 1.14597 2.35137
H10 2.14605 2.43722 -0.98996
H11 4.31801 1.26762 -1.13358
H12 4.93908 -1.82412 0.78098
H13 7.40739 -1.79145 0.82774
H14 6.80974 -2.74781 -0.53708
H15 8.04654 -1.50668 -0.79977
H16 2.86197 -1.67694 1.60621
H17 0.72941 -0.52707 1.74872


Number 1: HOMO-LUMO gap 8.79 eV. Number 2: HOMO-LUMO gap 9.52 eV. Number 3: HOMO-LUMO gap 4.01 eV. Number 4: HOMO-LUMO gap 9.61 eV. Number 5: HOMO-LUMO gap 10.67 eV. Number 6: HOMO-LUMO gap 8.89 eV.